C31H52BrN3NiOP2 | wB97M-V/def2-TZVPD

```
91
Properties=species:S:1:pos:R:3:forces:R:3
Br -2.158500 -1.387733 0.837899 0.103 0.032 1.021
Ni -0.792252 0.968960 0.711578 -2.521 -2.587 0.228
P 0.829897 2.000354 0.187216 2.031 1.526 -1.220
P -2.675390 1.251042 4.597976 0.751 -0.770 -0.917
O 2.643475 -1.673564 -0.262900 -0.008 -0.495 0.494
N 4.328384 -2.414830 1.114429 -0.673 0.521 -0.842
N 2.281615 -3.544237 1.016394 -0.063 0.617 -0.487
N -2.366897 -1.453232 -9.671739 0.058 -0.235 0.017
C -0.619332 -0.787835 -2.822288 0.046 0.633 0.297
C -1.609613 -1.168989 -5.483361 -0.471 0.983 0.346
C -4.666178 -0.737409 4.491672 -0.334 -0.034 0.090
C -2.445387 0.637454 -1.165654 0.724 -1.516 0.248
C -3.211001 -0.416858 4.098236 -0.392 -0.309 0.737
C 4.844826 -3.247909 2.170136 0.269 -0.072 0.475
C -1.667196 -0.006064 -3.354202 -0.588 -0.529 0.549
C -0.783234 4.230369 -0.506372 -0.089 0.119 -0.028
C 3.443898 2.684535 0.948155 0.422 0.206 0.001
C -1.708515 -2.493298 -7.608072 -0.203 0.792 0.165
C 3.062788 -2.494494 0.575833 0.308 -0.133 0.394
C 2.326549 1.672900 1.151734 -0.023 -0.013 0.176
C -0.873450 1.213963 4.827002 0.262 0.471 0.695
C 5.189098 -1.332963 0.689461 0.337 0.418 -0.097
C -0.481433 0.656888 6.215748 -0.017 -0.130 0.085
C 4.051457 -4.518505 2.316048 0.259 -0.588 0.268
C -1.617925 -0.456755 -0.689619 1.015 2.061 -0.951
C -1.995205 -2.535032 -8.973765 0.025 0.376 0.323
C 2.572389 -4.234534 2.248448 0.043 -0.111 0.250
C 0.119018 3.651233 0.595754 0.505 0.138 0.075
C -3.134258 2.490844 3.372404 -0.725 0.367 0.131
C 0.927863 -3.593725 0.521866 -0.304 -0.067 -0.100
C 1.356560 2.145537 -1.570221 -0.210 0.331 -0.313
C -3.465113 3.839791 4.039308 0.024 0.412 0.106
C -1.835980 -1.260530 -6.915709 -0.394 -0.284 -1.281
C -2.472343 -0.282862 -9.043205 0.179 -0.225 0.770
C -2.494579 0.784732 -2.535322 0.731 0.241 -0.286
C -0.487148 -0.921608 -1.458424 -1.164 -0.005 0.466
C -1.989082 -0.092306 -4.738830 0.074 -0.755 -1.566
C -2.219476 -0.132005 -7.670258 -0.019 -0.523 -0.405
C 2.417956 1.154152 -2.074414 0.259 -0.403 0.150
H 4.071503 2.434473 0.087154 -0.134 0.008 0.145
H -0.728870 -0.406016 6.322070 0.102 0.195 -0.095
H -2.549483 -1.127427 4.623341 -0.046 0.301 -0.288
H 2.621893 0.651372 0.861463 -0.021 0.209 0.165
H -2.995711 1.311734 -0.499214 -0.420 -0.808 -0.144
H 4.334371 -5.216093 1.521716 -0.147 0.021 0.075
H 1.714428 3.181086 -1.694404 -0.135 -0.271 0.006
H -2.309324 2.586426 2.649315 -0.103 -0.100 0.143
H -0.483044 2.243925 4.739691 -0.266 -0.341 -0.113
H 0.964865 4.312797 0.819223 -0.327 0.193 0.051
H 0.281475 -2.809330 0.952208 0.221 -0.206 -0.007
H 2.255266 -3.639155 3.123864 0.018 -0.107 -0.117
H -1.004885 1.189394 7.018985 0.159 -0.026 -0.206
H 2.003369 -5.169212 2.256222 0.078 0.143 0.039
H -2.777122 0.579350 -9.640303 0.100 -0.284 0.105
H 0.446825 2.053766 -2.187275 0.180 0.117 0.321
H 0.061485 -1.310844 -3.488688 0.151 0.454 0.188
H 2.184698 0.798950 -3.091755 0.058 0.269 0.396
H 4.085563 2.722282 1.834820 -0.036 0.001 -0.230
H -1.506028 3.494885 -0.895296 0.264 0.138 0.139
H -4.028154 2.112968 2.854836 0.261 0.005 0.041
H -0.458544 3.511832 1.526197 0.237 0.187 -0.140
H 4.291965 -4.987048 3.278566 0.010 0.042 -0.247
H 0.438054 -1.316290 -1.002190 -0.832 -0.472 -0.082
H -3.205614 1.451736 -3.017581 0.205 0.077 0.223
H 5.896459 -3.479332 1.957303 -0.190 0.049 -0.016
H -3.878564 4.547072 3.314465 0.103 -0.210 0.018
H -4.801169 -0.681994 5.581379 0.070 0.011 -0.333
H -0.193651 4.601227 -1.357290 -0.219 -0.127 0.305
H -4.933745 -1.759350 4.190739 0.183 0.312 -0.002
H 0.942835 -3.453612 -0.559962 -0.121 -0.129 0.101
H 0.595244 0.781181 6.382355 -0.285 -0.088 -0.105
H 2.486112 0.259159 -1.435641 0.049 0.239 -0.265
H 4.716277 -0.782678 -0.126245 0.088 -0.192 0.121
H -1.159672 -2.041788 -5.007398 0.059 0.292 -0.099
H 6.160309 -1.722475 0.336931 -0.373 0.124 0.188
H 5.373265 -0.623398 1.515828 0.022 -0.268 -0.171
H -1.363749 5.070113 -0.099414 0.220 -0.171 -0.189
H -2.581256 4.312964 4.477871 -0.050 -0.133 -0.062
H -2.644631 0.690978 -5.151295 0.552 -0.425 0.063
H 3.058341 3.695499 0.784663 0.092 -0.066 0.078
H 2.022527 1.637084 2.208445 0.022 -0.059 -0.197
H 0.491973 -4.574856 0.762562 0.174 0.330 -0.137
H -1.420449 -3.400973 -7.083641 -0.021 0.152 -0.049
H -2.332215 0.849710 -7.214663 0.107 -0.227 -0.129
H -4.206051 3.733290 4.840254 0.118 -0.088 -0.218
H 3.412114 1.628231 -2.106428 -0.380 -0.229 0.036
H -0.448508 0.608531 4.007901 -0.203 0.115 0.124
H 4.837840 -2.697130 3.122161 -0.001 0.069 -0.099
H -5.394318 -0.058932 4.027385 0.228 -0.130 0.070
H -1.923595 -3.483434 -9.514933 -0.040 0.397 0.088
H -3.046987 -0.506129 3.010759 -0.008 0.246 0.444
```
Positions in Å, forces in eV/Å.

As for the expectation value of S²: 2.014. Its spin multiplicity is 3. As for the charge: +2. The lowest unoccupied orbital energy (alpha / beta) comes out at -5.50 / -8.80 eV. The energy above the lowest of the compared OMol25 structures with the same formula, charge and spin comes out at 21.2 kcal per mole.

List of Löwdin charges in e, atom by atom: Br 0.954; Ni 0.183; P 0.870; P 1.178; O -0.018; N -0.087; N -0.097; N 0.066; C -0.011; C -0.008; C -0.126; C -0.133; C -0.384; C -0.172; C -0.214; C -0.130; C -0.122; C -0.008; C -0.440; C -0.374; C -0.369; C -0.038; C -0.129; C -0.153; C -0.758; C -0.123; C -0.168; C -0.372; C -0.369; C -0.057; C -0.339; C -0.128; C -0.213; C -0.123; C -0.018; C -0.086; C -0.043; C -0.011; C -0.121; H 0.076; H 0.077; H 0.099; H 0.063; H 0.112; H 0.130; H 0.094; H 0.062; H 0.098; H 0.083; H 0.034; H 0.132; H 0.082; H 0.127; H 0.113; H 0.077; H 0.129; H 0.083; H 0.084; H 0.056; H 0.100; H 0.053; H 0.128; H 0.090; H 0.132; H 0.133; H 0.089; H 0.084; H 0.082; H 0.090; H 0.086; H 0.089; H 0.036; H 0.076; H 0.120; H 0.104; H 0.096; H 0.083; H 0.080; H 0.123; H 0.064; H 0.078; H 0.101; H 0.111; H 0.102; H 0.083; H 0.080; H 0.088; H 0.130; H 0.079; H 0.115; H -0.020

***

C31H52Cl16O3 | wB97M-V/def2-TZVPD

```
102
Properties=species:S:1:pos:R:3:forces:R:3
Cl 1.432715 0.595650 4.209998 0.116 0.044 0.018
Cl 2.053342 4.421163 1.053534 0.033 -0.026 0.087
Cl -4.476134 -0.411763 1.933666 -0.021 -0.076 -0.027
Cl 0.247370 -3.734373 1.924119 0.059 -0.108 0.046
Cl 3.605157 -5.008192 1.074027 0.016 0.011 0.017
Cl 1.558858 -4.337490 -1.555651 0.008 -0.102 -0.002
Cl -0.644511 4.235630 -3.915086 0.214 0.226 -0.115
Cl -5.323952 2.842312 1.994456 -0.117 0.049 0.013
Cl 1.689568 -0.932169 -6.956882 0.102 -0.007 -0.067
Cl -3.780954 4.451532 -5.148407 -0.006 -0.008 0.024
Cl 3.494930 -3.624345 -5.837662 -0.011 -0.067 -0.006
Cl 3.837746 3.595758 -1.708496 -0.026 -0.025 0.001
Cl -1.363261 -5.553391 6.279106 -0.007 -0.069 0.042
Cl -0.666425 3.180577 3.624920 0.074 -0.030 -0.018
Cl -2.854267 -2.878583 7.727832 -0.008 0.008 -0.018
Cl -1.328036 -1.137318 3.418786 0.050 -0.022 -0.033
O 3.016839 -1.279908 -2.512536 0.207 -0.298 0.198
O -0.702575 -0.407951 -0.468493 0.139 -0.039 0.001
O 3.732236 -1.484071 -0.397711 0.167 0.312 0.095
C -1.197483 5.329683 -5.207389 0.075 0.048 -0.046
C 0.607442 3.103227 4.870328 -0.061 0.059 0.093
C -1.029039 -2.355657 -4.905982 -0.543 -0.086 -0.169
C 2.462048 0.267232 0.526580 0.343 -0.079 0.297
C 3.641690 5.225535 -1.013561 0.025 0.064 -0.022
C -0.959673 -1.291063 -2.669189 0.252 -0.358 0.419
C -6.356528 1.474203 2.486897 -0.032 0.024 0.111
C -2.614159 5.788332 -4.978859 -0.030 0.073 -0.023
C 3.744617 -1.907769 -5.412431 0.168 0.127 0.052
C 2.864249 -1.074050 -1.338717 -0.607 0.359 -0.030
C -0.035057 -3.535052 3.674852 0.020 0.010 -0.025
C -1.679929 0.047490 -4.471276 -0.034 -0.075 -0.147
C -5.533273 0.381845 3.121912 -0.048 -0.041 0.054
C 0.513634 -1.122092 -0.305941 0.444 -0.163 0.044
C -1.827031 1.095024 -3.589898 -0.247 0.210 -0.132
C -3.068966 2.004881 -0.552476 0.441 -0.057 -0.479
C -0.617719 2.583551 -0.380954 -0.432 0.286 0.066
C -1.242709 -1.181317 -4.005719 0.073 -0.017 -0.330
C -1.060863 -0.227086 -1.789889 -0.043 0.096 0.034
C -1.767453 2.219863 -1.351270 0.185 -0.275 0.555
C -1.642983 -5.308214 8.023010 0.028 -0.024 0.082
C -1.339240 -2.835776 3.949481 -0.154 -0.053 0.084
C -2.930055 -4.570750 8.285295 -0.047 -0.021 0.051
C 1.736878 -0.275467 -0.693638 0.096 0.197 -0.241
C 3.296432 -0.948219 0.888564 0.083 -0.570 -0.064
C 3.890176 -5.431477 -0.636476 -0.005 -0.040 -0.099
C 2.452730 -1.141020 -5.350934 -0.161 0.033 0.136
C -1.524464 1.007513 -2.235191 0.205 0.363 0.154
C 3.559309 5.192980 0.491457 0.031 0.015 0.029
C 3.343797 -4.390159 -1.579831 0.213 -0.002 -0.071
C 1.817515 2.323761 4.422764 0.056 0.036 -0.036
H 4.427794 -1.481301 -6.142337 -0.040 -0.057 -0.097
H 0.163105 2.655187 5.755479 -0.002 -0.025 -0.002
H 3.640746 -4.628902 -2.600029 -0.053 -0.030 -0.025
H 0.601893 -1.391417 0.738983 -0.320 0.088 0.205
H 3.440272 -6.405225 -0.811937 -0.038 0.006 0.038
H 0.548179 -2.055762 -0.860490 -0.312 0.039 0.018
H -3.501944 2.955408 -0.257942 -0.058 0.088 0.126
H -2.160293 -3.333203 3.437846 0.007 0.008 -0.032
H -0.604113 -2.029937 -5.848451 0.271 -0.107 -0.128
H -3.782420 1.451259 -1.159307 -0.241 0.053 0.050
H -0.788824 -4.768497 8.422969 0.005 0.033 -0.041
H -4.906289 0.781902 3.915283 0.049 -0.003 -0.030
H 4.967377 -5.511876 -0.771658 0.002 0.047 0.003
H -3.125326 -4.546979 9.355831 0.032 0.018 0.008
H 3.565177 6.208616 0.883307 -0.029 0.016 -0.035
H -6.887953 1.115962 1.609328 0.069 0.008 -0.050
H 1.854852 0.575379 1.373579 -0.313 0.052 -0.135
H 4.396178 4.646778 0.919462 -0.018 -0.041 -0.012
H 2.639602 -0.144297 -4.957800 0.013 -0.014 -0.005
H 4.176172 -0.767025 1.495367 0.137 0.136 -0.079
H -1.875109 3.090593 -1.992331 -0.337 -0.197 -0.227
H -6.182678 -0.385154 3.541259 -0.049 0.020 -0.044
H 0.896427 4.127102 5.102438 0.017 0.007 -0.057
H 2.596424 2.398438 5.180245 -0.025 -0.032 0.025
H 2.748321 5.666561 -1.448004 -0.037 -0.052 -0.002
H -0.156621 3.532231 -0.650875 0.183 -0.060 -0.164
H -1.542615 -2.841994 5.018374 0.044 0.009 0.018
H -0.410842 -3.111120 -4.428691 0.210 -0.027 -0.082
H -0.055932 -4.530098 4.109519 -0.009 -0.036 -0.027
H 1.730043 -1.632621 -4.704449 0.016 0.018 -0.048
H 0.132721 1.816734 -0.290307 0.271 -0.121 -0.095
H 2.719410 -1.747892 1.354673 -0.128 0.093 0.182
H 1.433818 0.447997 -1.445023 -0.048 0.265 0.064
H 4.214984 -1.887195 -4.431125 -0.121 -0.012 -0.040
H -2.186064 2.034563 -3.980156 -0.065 0.133 0.054
H -2.879503 6.542809 -5.717470 0.003 -0.025 -0.030
H -0.529648 6.189640 -5.214721 -0.018 0.015 0.035
H -2.835758 1.420229 0.332118 -0.155 -0.102 0.142
H 4.507908 5.809920 -1.319010 0.023 -0.022 0.016
H 2.207230 2.696269 3.478630 -0.054 0.003 -0.043
H -1.900096 0.191462 -5.520021 -0.008 -0.003 -0.096
H 3.134230 1.077854 0.258295 0.028 0.251 -0.057
H -7.079641 1.859762 3.203891 0.030 0.002 0.027
H -1.098813 4.802701 -6.152984 -0.026 -0.046 0.017
H 3.708818 -3.397176 -1.330274 -0.043 -0.234 -0.025
H 0.812557 -2.994219 4.089662 -0.021 0.070 -0.035
H -0.614754 -2.245481 -2.300714 -0.019 -0.087 -0.002
H -3.768437 -5.047902 7.785015 0.008 0.019 -0.044
H -1.682739 -6.294020 8.482588 -0.038 -0.013 -0.028
H -1.025706 2.726780 0.619203 0.013 0.003 0.125
H -1.978099 -2.836025 -5.153580 -0.086 -0.020 0.034
H -2.736561 6.210161 -3.984698 -0.003 -0.041 0.024
```
Positions in Å, forces in eV/Å.

The lowest unoccupied orbital energy comes out at 0.42 eV.

Löwdin population analysis, charges in e, atoms 1 to 99: Cl 0.542; Cl 0.584; Cl 0.560; Cl 0.587; Cl 0.536; Cl 0.608; Cl 0.632; Cl 0.568; Cl 0.548; Cl 0.553; Cl 0.533; Cl 0.546; Cl 0.594; Cl 0.548; Cl 0.554; Cl 0.534; O 0.113; O -0.032; O 0.010; C -0.642; C -0.658; C -0.053; C -0.112; C -0.659; C 0.024; C -0.653; C -0.660; C -0.656; C -0.452; C -0.648; C -0.037; C -0.661; C -0.169; C -0.054; C -0.083; C -0.057; C -0.277; C -0.209; C -0.344; C -0.647; C -0.669; C -0.658; C -0.161; C -0.114; C -0.639; C -0.664; C -0.129; C -0.650; C -0.625; C -0.649; H 0.066; H 0.066; H 0.069; H 0.066; H 0.067; H 0.044; H 0.048; H 0.072; H 0.036; H 0.084; H 0.070; H 0.067; H 0.074; H 0.073; H 0.072; H 0.067; H 0.091; H 0.068; H 0.074; H 0.129; H 0.058; H 0.071; H 0.072; H 0.073; H 0.067; H 0.040; H 0.017; H 0.073; H 0.022; H 0.044; H 0.048; H 0.105; H 0.154; H 0.051; H 0.051; H 0.072; H 0.071; H 0.041; H 0.072; H 0.029; H 0.114; H 0.107; H 0.070; H 0.071; H 0.036; H 0.069; H 0.103; H 0.069; H 0.074